This record from the OMol25 dataset describes 3 unconnected molecules or ions with the total composition C37H61IN5O12PS3. The level of theory is ωB97M-V/def2-TZVPD.

XYZ file:
```
120
Properties=species:S:1:pos:R:3:forces:R:3:lowdin_charge:R:1
C 2.075 -0.776 6.508 -0.43 -0.28 -0.38 0.02
C 2.683 -1.923 5.711 -0.49 0.04 1.28 -0.57
O 3.084 -2.913 6.283 0.14 0.23 -0.79 0.07
O 2.686 -1.741 4.379 0.27 -0.22 0.49 -0.04
C 3.438 -2.725 3.664 0.23 0.13 -1.68 -0.20
C 3.080 -2.659 2.152 -0.11 -0.99 0.32 -0.12
C 2.386 -3.974 1.605 -0.45 0.99 -0.18 -0.16
C 0.956 -3.655 1.160 0.87 -0.54 -0.08 -0.21
C -0.110 -3.638 2.053 0.30 -0.06 0.22 -0.53
I 0.325 -4.172 4.058 -0.33 -0.26 -0.27 1.18
C -1.420 -3.307 1.675 -0.40 0.98 0.72 -0.34
P -2.833 -3.236 2.864 -1.26 -1.48 0.98 0.89
C -2.314 -2.257 4.362 0.49 0.50 -0.22 -0.34
O -4.037 -2.275 2.227 1.71 0.22 0.06 -0.32
C -1.600 -3.043 0.340 -0.32 -0.17 -0.80 -0.08
C -0.533 -3.059 -0.572 -1.32 -0.10 -0.56 -0.02
C 0.747 -3.355 -0.208 0.26 -0.50 -0.35 -0.11
C 1.857 -3.319 -1.244 0.54 0.81 0.53 -0.09
C 2.718 -2.028 -0.986 -0.84 -0.04 -0.59 -0.17
C 3.097 -1.281 -2.288 0.45 -0.09 0.59 -0.19
C 3.185 0.252 -2.124 0.32 -1.08 -0.28 -0.21
S 4.003 0.849 -0.627 -0.09 3.43 -0.14 0.59
O 3.018 1.227 0.336 -0.34 -1.80 0.67 -0.28
O 4.779 1.993 -1.013 0.78 -0.59 -0.80 -0.30
O 5.032 -0.244 -0.046 -0.99 -0.29 -0.42 -0.15
C -1.141 -2.666 -1.918 1.49 0.29 0.92 -0.30
O -0.762 -2.917 -3.039 -0.64 0.25 0.84 0.10
N -2.258 -1.903 -1.533 -0.97 -1.16 -1.88 0.03
C -3.150 -1.433 -2.589 -1.06 0.98 0.09 -0.14
C -3.988 -0.271 -2.008 0.45 0.02 0.33 -0.24
C -3.042 0.874 -1.559 -0.69 -0.74 -0.25 -0.46
S -4.080 2.250 -0.954 0.12 0.10 0.48 0.91
C -3.637 2.357 0.780 0.44 -0.37 -0.06 -1.07
S -4.728 2.295 1.962 -0.16 0.07 0.00 0.73
N -2.252 2.478 1.037 -2.07 0.34 -1.62 -0.16
C -1.344 3.007 0.126 1.15 -0.41 1.13 -0.09
C -0.168 2.903 0.800 0.83 0.43 -0.67 -0.14
N -0.311 2.344 2.052 0.03 0.15 -0.20 0.09
C -1.585 2.121 2.162 0.50 -0.27 0.67 -0.21
C -2.837 -2.700 -0.485 0.30 0.36 1.00 -0.33
O -3.992 -3.014 -0.401 0.82 0.30 -0.20 0.15
H 1.152 -0.408 6.044 0.39 0.14 -0.17 0.08
H 1.788 -1.163 7.487 0.33 0.03 -0.09 0.09
H 2.802 0.034 6.619 -0.18 -0.06 -0.09 0.09
H 3.249 -3.744 3.996 0.15 0.30 0.50 0.08
H 4.502 -2.470 3.733 -0.20 -0.17 0.47 0.13
H 2.429 -1.810 1.926 0.30 0.08 0.18 0.12
H 4.017 -2.547 1.600 -0.18 0.23 0.11 0.09
H 2.381 -4.779 2.343 0.11 0.14 -0.10 0.06
H 2.937 -4.319 0.728 -0.03 -0.08 0.25 0.09
H -3.053 -1.480 4.593 -0.01 -0.16 -0.35 0.04
H -1.329 -1.792 4.245 -0.25 0.12 0.05 -0.01
H -2.258 -2.905 5.240 -0.05 -0.06 -0.31 0.01
H -3.616 -1.425 2.019 -0.59 0.22 -0.07 0.05
H 2.492 -4.207 -1.159 -0.20 0.07 -0.23 0.12
H 1.463 -3.247 -2.260 -0.17 -0.30 0.26 0.10
H 2.088 -1.345 -0.398 0.29 -0.12 0.09 0.12
H 3.602 -2.278 -0.402 -0.15 0.17 -0.04 0.08
H 2.367 -1.488 -3.070 0.19 -0.03 0.03 0.08
H 4.068 -1.669 -2.629 -0.24 0.11 -0.23 0.12
H 2.188 0.701 -2.121 0.18 0.02 0.44 0.11
H 3.731 0.695 -2.962 0.06 -0.02 0.27 0.11
H 5.448 -0.685 -0.804 0.22 0.07 0.13 0.10
H -2.577 -1.027 -3.429 0.21 -0.40 0.19 0.13
H -3.843 -2.194 -2.966 0.36 -0.14 0.15 0.14
H -4.527 -0.605 -1.114 -0.06 -0.05 -0.26 0.10
H -4.739 0.065 -2.730 0.22 0.00 0.02 0.11
H -2.432 0.451 -0.756 0.14 0.51 -0.11 0.08
H -2.418 1.168 -2.409 0.04 0.26 0.32 0.08
H -1.526 3.413 -0.852 -0.47 -0.11 0.15 0.11
H 0.789 3.227 0.409 -0.01 -0.16 0.29 0.10
H -2.062 1.704 3.038 -0.17 0.04 -0.25 0.12
C 0.952 -1.806 -5.205 -0.04 -0.04 -0.01 -0.11
O 2.101 -2.643 -5.184 -0.24 0.08 -0.04 -0.21
C 1.808 -4.013 -5.448 0.37 -0.21 0.11 -0.21
C 2.401 -4.437 -6.778 -0.16 0.31 -0.05 -0.21
N 1.694 -3.812 -7.890 0.18 -0.14 0.02 -0.05
C 2.354 -3.983 -9.183 -0.23 0.20 0.04 -0.20
C 3.721 -3.329 -9.374 0.00 -0.15 -0.35 -0.23
O 3.689 -1.912 -9.371 0.09 -0.13 0.22 -0.18
C 3.771 -1.312 -8.092 -0.07 0.23 -0.23 -0.10
H 1.258 -0.812 -4.869 0.08 -0.01 -0.07 0.09
H 0.545 -1.714 -6.217 -0.07 0.02 0.02 0.09
H 0.183 -2.187 -4.525 0.24 0.23 -0.45 0.05
H 0.734 -4.213 -5.409 -0.02 0.13 -0.07 0.13
H 2.284 -4.598 -4.654 -0.04 -0.03 0.00 0.12
H 2.328 -5.524 -6.872 0.01 0.00 -0.04 0.12
H 3.464 -4.162 -6.769 0.07 -0.15 0.13 0.11
H 1.607 -2.821 -7.707 -0.04 -0.01 0.02 0.07
H 1.680 -3.565 -9.935 0.07 -0.03 -0.06 0.12
H 2.437 -5.054 -9.397 0.05 -0.01 0.06 0.12
H 4.074 -3.613 -10.370 0.00 0.02 0.00 0.12
H 4.471 -3.703 -8.668 -0.07 0.08 0.13 0.11
H 4.361 -1.908 -7.392 -0.07 -0.06 0.02 0.09
H 2.773 -1.130 -7.681 0.05 -0.06 0.19 0.07
H 4.254 -0.341 -8.211 0.02 -0.03 -0.04 0.09
C -4.203 6.054 7.470 -0.09 0.13 -0.11 -0.12
O -3.819 7.220 6.766 0.07 -0.27 0.15 -0.20
C -2.408 7.401 6.687 0.02 0.44 -0.18 -0.22
C -1.928 7.242 5.258 -0.20 -0.28 0.07 -0.21
N -2.024 5.853 4.822 0.06 0.19 -0.09 -0.05
C -1.805 5.665 3.389 -0.13 -0.21 0.17 -0.19
C -2.819 6.284 2.431 0.21 -0.14 -0.28 -0.22
O -4.110 5.700 2.499 0.06 0.26 0.07 -0.21
C -4.964 6.247 3.488 -0.16 -0.30 -0.13 -0.10
H -5.287 6.076 7.584 0.01 0.05 -0.04 0.09
H -3.932 5.148 6.919 0.06 -0.07 0.13 0.08
H -3.750 6.028 8.466 0.02 -0.07 -0.01 0.09
H -1.874 6.726 7.362 -0.08 -0.12 -0.06 0.12
H -2.202 8.425 7.010 0.03 -0.02 0.02 0.12
H -0.885 7.567 5.193 0.00 -0.01 -0.04 0.12
H -2.536 7.905 4.629 0.08 0.18 0.07 0.11
H -2.944 5.501 5.052 0.01 -0.01 0.03 0.07
H -1.800 4.586 3.214 0.03 0.03 -0.09 0.10
H -0.804 6.027 3.134 -0.02 0.05 0.01 0.12
H -2.461 6.088 1.416 -0.01 -0.02 0.00 0.12
H -2.881 7.375 2.524 -0.08 0.00 0.14 0.11
H -4.766 7.306 3.667 0.08 -0.02 0.06 0.09
H -4.886 5.686 4.424 0.00 0.17 0.11 0.07
H -5.991 6.143 3.134 0.03 0.01 -0.05 0.09
```
Positions in Å, forces in eV/Å.

Its gap between HOMO and LUMO is 7.745 eV. The value obtained for the HOMO energy is -8.5 eV. The value obtained for the lowest unoccupied orbital energy is -0.73 eV. The calculated total energy is -121270.3349 eV. Its SMILES is CC(=O)OCCCc1c(I)c(P(C)O)c2c(c1CCCCS(=O)(=O)O)C(=O)N(CCCSC(=S)n1ccnc1)C2=O.COCCNCCOC.COCCNCCOC.